The following is a quantum chemistry calculation of C38H53AsFeN3O4Si3 as an isolated structure, from the Open Molecules 2025 dataset.

CARTESIAN COORDINATES (ANGSTROEM)
Fe  0.51791  -0.35410  1.06868
C  -1.23449  -1.50949  5.05926
O  -2.02785  -2.50563  4.42368
C  -1.35648  -3.34425  3.56699
C  -1.52573  -4.69922  3.73462
C  -0.92823  -5.61795  2.86248
C  -0.13524  -5.13595  1.84685
C  0.04642  -3.75655  1.63734
C  0.92472  -3.37131  0.55364
N  1.15222  -2.16642  0.16437
N  2.11546  -2.05935  -0.82825
C  2.35577  -0.79558  -1.10306
O  1.77072  0.22209  -0.61419
C  3.44828  -0.56077  -2.10529
C  4.03462  0.69961  -2.17398
C  5.05943  0.94865  -3.07468
C  5.50151  -0.05865  -3.92049
C  4.91735  -1.31850  -3.85800
C  3.90097  -1.57127  -2.95166
C  -0.59952  -2.80759  2.47486
O  -0.56304  -1.53560  2.30564
H  -1.92348  -0.91940  5.66137
H  -0.73162  -0.87369  4.33125
H  -0.49704  -1.98410  5.71709
H  -2.13729  -5.03199  4.56515
H  -1.06817  -6.68147  3.00482
H  0.36714  -5.82537  1.17586
H  1.45761  -4.17666  0.04485
H  3.66969  1.47226  -1.50989
H  5.51164  1.93206  -3.11798
H  6.29950  0.13554  -4.62734
H  5.25868  -2.10698  -4.51783
H  3.43970  -2.54673  -2.88478
C  4.55265  -1.71199  3.06781
C  4.67534  -0.77736  4.08609
C  3.75704  0.24935  4.17347
C  2.71690  0.33559  3.23994
N  2.59665  -0.59358  2.28004
C  3.48889  -1.57343  2.19406
C  1.69413  1.42035  3.25993
C  1.81695  2.47969  4.16749
C  0.85331  3.47061  4.22758
C  -0.24382  3.39778  3.37690
C  -0.33423  2.35389  2.46936
C  0.62016  1.33762  2.35565
H  5.24966  -2.53027  2.95405
H  5.47918  -0.84903  4.80902
H  3.84324  0.97531  4.96667
H  3.34207  -2.27299  1.37972
H  2.66588  2.55406  4.83517
H  0.95804  4.28945  4.92950
H  -1.01584  4.15966  3.41783
H  -1.19245  2.32932  1.80421
C  -3.55109  -3.10715  0.64052
C  -2.41023  -2.90426  -0.32293
C  -1.99235  -4.08598  -1.16112
O  -1.86153  -1.83266  -0.42975
H  -4.16644  -3.96618  0.37264
H  -4.15395  -2.20104  0.68645
H  -3.12654  -3.28197  1.63416
H  -2.78248  -4.30022  -1.88780
H  -1.87428  -4.96988  -0.53077
H  -1.06466  -3.85991  -1.68164
C  -4.37680  1.13303  0.04428
Si  -3.22737  2.41868  -0.71489
C  -3.05008  3.80744  0.55775
C  -4.12005  3.15267  -2.20970
As  -1.17802  1.31257  -1.02965
Si  -1.62842  0.34451  -3.12944
C  -0.19368  -0.78582  -3.58518
C  -1.92144  1.57970  -4.53803
C  -3.19658  -0.70301  -3.10656
Si  0.25806  3.06176  -1.74012
C  -0.62545  4.61072  -2.37092
C  1.30797  3.57438  -0.27557
C  1.38695  2.47494  -3.12785
H  -5.31501  1.59648  0.36220
H  -3.89687  0.68649  0.91761
H  -4.61239  0.32218  -0.64692
H  -3.89352  4.49568  0.45571
H  -2.13117  4.38237  0.45214
H  -3.06454  3.40518  1.57086
H  -4.99991  3.68063  -1.83018
H  -4.46303  2.38788  -2.90788
H  -3.50945  3.86551  -2.76275
H  0.54610  -0.27909  -4.20664
H  -0.57674  -1.64496  -4.14362
H  0.31376  -1.16686  -2.69872
H  -1.29735  2.46858  -4.48807
H  -2.96227  1.90745  -4.55487
H  -1.71249  1.07783  -5.48715
H  -3.06743  -1.59893  -2.50269
H  -3.40809  -1.00354  -4.13735
H  -4.06610  -0.16166  -2.73056
H  -1.24509  5.07318  -1.60392
H  -1.25348  4.41818  -3.24161
H  0.13738  5.33771  -2.66448
H  0.73180  4.14555  0.45504
H  2.13914  4.19595  -0.62253
H  1.70772  2.70058  0.23930
H  0.89969  2.51393  -4.10070
H  1.73625  1.45851  -2.95561
H  2.26660  3.12322  -3.16638

Atoms 1-2, force components in eV/Å:
Fe 0.449 0.228 0.389
C 0.075 0.066 0.096

- Net charge: -1
- <S²>: 6.017
- Total energy: -171791.3919 eV
- Spin multiplicity: 5
- Frontier orbital gap (alpha / beta): 0.2512 / 0.2546 hartree
- HOMO level (alpha / beta): -4.178 / -4.274 eV
- Relative energy (zero: lowest compared OMol25 entry of this formula, charge and spin): 0.4341 eV


The following is a quantum chemistry calculation of C26H39GeN7O2Sr as an isolated structure, from the Open Molecules 2025 dataset.

CARTESIAN COORDINATES (ANGSTROEM)
Sr  -0.42598  -0.50669  -0.41858
N  1.15069  -2.59649  -0.26557
C  0.25470  -3.74116  -0.43675
C  -0.55000  -4.02802  0.82687
N  -1.41098  -2.89688  1.18337
C  -2.81815  -3.11813  0.82853
C  -3.05843  -2.92518  -0.66149
N  -2.88076  -1.51199  -1.03363
C  -1.26446  -2.45742  2.57551
C  0.08654  -1.83582  2.88391
N  0.27892  -0.60358  2.11070
H  1.51823  -2.32996  -1.17418
H  1.94275  -2.83823  0.31964
H  0.75317  -4.66328  -0.75308
H  -0.42460  -3.45065  -1.23831
H  0.11672  -4.24863  1.66502
H  -1.13552  -4.93651  0.64496
H  -3.43014  -2.40733  1.38683
H  -3.15629  -4.12235  1.11965
H  -4.03864  -3.32349  -0.93548
H  -2.32204  -3.50019  -1.21518
H  -3.71860  -0.98127  -0.82401
H  -2.72791  -1.44435  -2.03712
H  -1.43505  -3.28387  3.28196
H  -2.03572  -1.70731  2.77003
H  0.88435  -2.52426  2.60121
H  0.15270  -1.68201  3.96287
H  1.24709  -0.30178  2.14622
H  -0.27589  0.15871  2.49155
O  -0.49606  6.93590  -0.33018
C  0.58345  6.32302  -0.39112
O  1.75377  6.67660  -0.60894
C  0.41777  4.78792  -0.27535
C  1.33416  3.92241  -0.84515
C  1.11633  2.55465  -0.77685
N  0.09764  2.02210  -0.08448
C  -0.74879  2.86489  0.52817
C  -0.65487  4.23967  0.40894
C  -1.82355  2.26845  1.37231
C  -2.24984  2.94198  2.51709
C  -3.27717  2.41264  3.27387
C  -3.86238  1.22252  2.87021
C  -3.36522  0.60843  1.73663
N  -2.36014  1.09474  1.00200
C  2.07198  1.61563  -1.43625
C  2.74746  2.00359  -2.58987
C  3.70113  1.16020  -3.12733
C  3.96224  -0.04533  -2.49701
C  3.21803  -0.36657  -1.37926
N  2.28118  0.42598  -0.85665
H  2.22121  4.34145  -1.30274
H  -1.40615  4.90747  0.81093
H  -1.76580  3.86663  2.79939
H  -3.62204  2.92328  4.16407
H  -4.68123  0.77880  3.42003
H  -3.79740  -0.32328  1.38883
H  2.51498  2.95036  -3.05755
H  4.23754  1.44324  -4.02351
H  4.71343  -0.72753  -2.87159
H  3.38448  -1.30627  -0.86397
C  -2.34088  -3.29807  -4.06910
Ge  -0.50211  -2.56620  -4.23452
C  -0.51286  -1.79463  -6.04717
C  0.61267  -4.19036  -4.27165
C  0.13542  -1.31529  -2.91200
H  -2.59721  -3.73882  -5.03604
H  -3.10288  -2.54363  -3.84989
H  -2.40797  -4.09178  -3.32016
H  -0.80928  -2.53624  -6.79409
H  0.47370  -1.40758  -6.30991
H  -1.22382  -0.96521  -6.08892
H  0.27265  -4.86777  -5.05880
H  0.55727  -4.72637  -3.31885
H  1.65885  -3.93937  -4.46180
H  0.14734  -0.35182  -3.45204
H  1.20225  -1.58973  -2.82259

Atoms 1-2, force components in eV/Å:
Sr -0.304 -0.059 -0.132
N 0.356 -0.498 0.179

- Net charge: 0
- Total energy: -99474.3234 eV
- Frontier orbital gap: 0.2575 hartree
- HOMO level: -7.309 eV
- Relative energy (zero: lowest compared OMol25 entry of this formula, charge and spin): 0.1156 eV


The following is a quantum chemistry calculation of a single C3H10N2 molecule in a non-equilibrium geometry, from the Open Molecules 2025 dataset.

CARTESIAN COORDINATES (ANGSTROEM)
N  -1.36327  -0.75948  -0.38854
C  -0.36039  0.05006  0.34569
C  -1.05999  1.27971  1.01066
C  0.90451  0.30464  -0.49476
N  1.77587  -0.88081  -0.44140
H  -1.57421  -1.57794  0.11376
H  -1.36844  -0.67140  -1.38248
H  -0.03720  -0.67846  1.09135
H  -0.66782  1.41233  2.01979
H  -2.07207  0.89513  1.08461
H  -1.01608  2.19992  0.43385
H  0.59680  0.36162  -1.54140
H  1.38715  1.21837  -0.13512
H  2.40670  -0.98326  0.33956
H  2.42174  -0.75403  -1.22440

Atoms 1-2, force components in eV/Å:
N 0.739 2.114 0.592
C -0.538 -0.562 -0.460

- Net charge: 0
- SMILES: C[C@@H](N)CN
- Total energy: -6252.6303 eV
- Frontier orbital gap: 0.3602 hartree
- HOMO level: -8.622 eV
- Relative energy (zero: lowest compared OMol25 entry of this formula, charge and spin): 0.7980 eV


The following is a quantum chemistry calculation of a 2-piece molecular cluster, CF2O3S overall in a non-equilibrium geometry, from the Open Molecules 2025 dataset.

CARTESIAN COORDINATES (ANGSTROEM)
C  -1.46736  -0.26018  0.01504
O  -1.88183  -1.18620  -0.55748
O  1.29540  -0.43122  0.04710
O  3.36585  0.11641  0.83062
F  -0.81506  0.76319  -0.51491
F  -1.76024  0.07965  1.23921
S  2.51928  0.15761  -0.29754

Atoms 1-2, force components in eV/Å:
C -0.719 1.345 -0.624
O 0.350 -0.673 -0.176

- Net charge: 0
- <S²>: 2.012
- Total energy: -23445.2197 eV
- Spin multiplicity: 3
- Frontier orbital gap (alpha / beta): 0.3459 / 0.2682 hartree
- HOMO level (alpha / beta): -8.656 / -12.306 eV
- Relative energy (zero: lowest compared OMol25 entry of this formula, charge and spin): 0.3225 eV


The following is a quantum chemistry calculation of a single C2H6N2O2S molecule in a non-equilibrium geometry, from the Open Molecules 2025 dataset.

CARTESIAN COORDINATES (ANGSTROEM)
C  0.22316  1.04562  -0.52411
C  -0.54437  -0.64481  -0.69670
N  0.59539  1.26630  0.65439
N  -0.05106  -1.64722  0.11935
O  -1.86582  0.00984  1.51799
O  -2.68566  0.93799  -0.84042
S  -2.38541  -0.27524  -0.05771
H  0.27933  1.51447  -1.47166
H  -0.41504  -0.95924  -1.72136
H  0.92919  2.21993  0.66128
H  -1.02348  0.53067  1.66622
H  -0.28654  -1.20415  1.03677
H  0.83234  -2.01266  0.25382

Atoms 1-2, force components in eV/Å:
C -1.944 -5.683 0.568
C 0.986 2.798 -0.399

- Net charge: 0
- Total energy: -20078.5996 eV
- Frontier orbital gap: 0.3464 hartree
- HOMO level: -8.730 eV
- Relative energy (zero: lowest compared OMol25 entry of this formula, charge and spin): 3.4868 eV